[1]
Molecular formula: C39H28Cl5FMoN9O7S
Method: DFT, ωB97M-V with the def2-TZVPD basis set

Charge: +1
2S+1: 3
Gap between HOMO and LUMO (alpha / beta) in eV: 4.98 / 5.16
E in eV: -146656.622
LUMO (alpha / beta) in Eh: -0.17974 / -0.17304

The geometry in XYZ format:
```
91
Properties=species:S:1:pos:R:3:forces:R:3:lowdin_spin:R:1
Mo 0.44565 -0.42053 1.18559 -0.4958 -0.3170 -0.1597 1.77
C -1.57577 -2.62778 0.23104 0.0152 -0.0102 0.0105 0.00
N -0.75995 -1.57853 -0.45313 0.1315 -0.1949 -0.1058 0.02
C 0.28854 -2.21680 -1.27822 0.0433 0.0042 -0.0066 0.00
C 1.19874 -2.96269 -0.34992 0.0391 -0.0274 0.0041 0.00
C 1.79583 -4.16526 -0.67335 -0.0125 0.0910 -0.0147 0.00
C 2.54077 -4.82598 0.29131 0.0289 -0.0265 0.0162 0.00
C 2.62869 -4.28567 1.56398 -0.0278 -0.0130 -0.0145 0.00
C 2.00307 -3.08175 1.81827 -0.0489 -0.0624 -0.0414 0.01
N 1.32933 -2.41855 0.87122 0.1047 -0.0774 0.1914 -0.01
C -1.66354 -0.77460 -1.30000 0.0572 0.0361 0.0101 0.00
C -2.54861 0.04865 -0.40733 -0.0807 0.0664 -0.0759 0.00
C -3.57792 0.80955 -0.93018 0.0297 -0.0653 0.0005 0.00
C -4.37735 1.52977 -0.05649 -0.0301 0.0207 0.0764 0.00
C -4.15998 1.38153 1.30827 -0.0182 0.0012 -0.0437 0.00
C -3.11354 0.59275 1.73958 -0.0498 0.0107 0.0338 0.00
N -2.27215 -0.03105 0.90434 0.0674 0.3068 -0.0148 0.01
C -1.54540 -2.64981 1.73577 0.0108 -0.0953 0.0164 0.00
C -2.38775 -3.53556 2.39025 0.0301 0.0104 -0.0414 0.00
C -2.32242 -3.64988 3.76504 0.0061 0.0002 0.0402 0.00
C -1.40040 -2.87859 4.45845 -0.0236 -0.0175 0.0130 0.00
C -0.61122 -2.00227 3.75062 -0.0212 0.0392 -0.0563 0.00
N -0.69146 -1.87129 2.41380 0.0993 0.0099 0.1143 0.00
H -1.25093 -3.61225 -0.11773 -0.0078 0.0005 -0.0007 0.00
H -2.61651 -2.52235 -0.07418 0.0027 -0.0042 -0.0030 0.00
H 0.84042 -1.43826 -1.80902 0.0006 0.0214 -0.0044 0.00
H -0.14191 -2.89059 -2.02504 0.0082 -0.0012 0.0048 0.00
H 1.66617 -4.57665 -1.66410 0.0180 -0.0188 -0.0398 0.00
H 3.02219 -5.76616 0.05776 0.0032 0.0053 -0.0062 0.00
H 3.16873 -4.78341 2.35628 0.0045 -0.0024 -0.0028 0.00
H 2.02728 -2.63155 2.79935 -0.0289 -0.0362 -0.0201 0.00
H -2.26474 -1.44083 -1.92847 -0.0265 0.0242 -0.0026 0.00
H -1.07659 -0.15332 -1.97345 -0.0226 -0.0150 0.0260 0.00
H -3.77316 0.87602 -1.99538 -0.0328 0.0125 -0.0327 0.00
H -5.14435 2.19131 -0.44315 -0.1086 0.0958 -0.1509 0.00
H -4.79308 1.88251 2.02738 0.0005 -0.0197 0.0210 0.00
H -2.94349 0.44849 2.79888 -0.0138 -0.0220 -0.0273 0.00
H -3.08315 -4.13033 1.81289 0.0017 -0.0087 0.0034 0.00
H -2.97372 -4.33655 4.28882 -0.0015 0.0022 -0.0002 0.00
H -1.29785 -2.94273 5.53178 -0.0032 0.0011 0.0007 0.00
H 0.11440 -1.37588 4.24775 -0.0102 -0.0145 0.0107 0.00
Cl 4.06622 -1.03705 2.34490 0.0467 0.1087 -0.0757 0.01
C 2.99015 -0.05083 3.29623 -0.0753 -0.0174 -0.0385 0.02
C 1.63692 0.11836 2.95936 0.0940 0.0683 -0.0086 0.00
C 0.94177 0.93386 3.84433 0.0177 0.0548 0.0248 0.02
Cl -0.74793 1.16390 3.49786 0.1019 0.0319 0.0904 0.03
C 1.46851 1.57230 4.95863 -0.0142 -0.0308 -0.0064 0.00
Cl 0.48855 2.55781 5.95691 0.0051 0.0075 0.0041 0.00
C 2.81576 1.38238 5.24139 0.0181 0.0141 0.0260 0.02
Cl 3.52054 2.14084 6.59965 -0.0015 -0.0003 -0.0039 0.01
C 3.57584 0.56175 4.40679 0.0048 0.0018 0.0418 -0.01
Cl 5.23424 0.32768 4.77158 0.0118 0.0058 0.0084 0.00
F 4.30268 -3.50053 -2.51047 -0.0293 0.0129 0.0693 0.00
C 4.03715 -2.19778 -2.65242 0.0123 -0.0697 0.0178 0.00
C 4.25135 -1.33086 -1.66230 -0.0035 -0.0223 -0.0565 0.00
N 3.99713 0.01750 -1.80992 0.0422 0.0095 0.1281 0.00
C 4.13600 0.90182 -0.66344 -0.1382 0.0542 -0.1680 0.00
C 2.89734 0.98333 0.22880 0.1700 -0.2644 0.1683 0.01
O 2.65598 1.95960 0.88083 0.1205 0.0350 0.0988 0.01
O 2.15587 -0.13762 0.22857 0.1512 0.1753 -0.3314 0.04
C 3.52622 0.54636 -3.00088 -0.1192 -0.2023 0.0403 0.00
O 3.26775 1.71832 -3.14713 -0.0754 0.0974 0.0399 0.00
N 3.32155 -0.39072 -3.99898 0.0221 0.0595 -0.0012 0.00
C 3.50197 -1.77403 -3.94419 0.0027 0.0033 0.0314 0.00
O 3.22220 -2.50066 -4.86197 -0.0176 0.0128 -0.0136 0.00
H 4.64740 -1.64431 -0.70577 -0.0255 -0.0032 -0.0016 0.00
H 4.34348 1.91029 -1.00958 0.0376 -0.0170 -0.0377 0.00
H 4.97845 0.55563 -0.06518 -0.0433 0.0548 0.1043 0.00
H 2.99934 -0.01562 -4.88207 -0.0011 -0.0097 0.0062 0.00
O -5.41396 2.05430 -3.18906 0.0324 -0.0147 0.0392 0.00
S -5.70356 3.47217 -2.96540 0.0679 -0.0962 0.1383 0.00
O -5.92389 3.78340 -1.56011 0.0209 0.0083 0.0126 0.00
O -6.59189 4.09282 -3.90178 -0.0027 -0.0098 -0.0201 0.00
C -4.04399 4.14198 -3.30013 0.0037 0.0428 -0.0755 0.00
N -3.77996 4.76750 -4.44244 -0.0354 0.0068 0.0420 0.00
C -2.50493 5.02424 -4.70552 0.0392 -0.0047 0.0033 0.00
C -1.46499 4.60694 -3.88213 -0.0331 0.0552 0.0044 0.00
C -1.86122 3.99349 -2.70783 0.0097 -0.0041 -0.0211 0.00
N -3.13461 3.80435 -2.38847 0.0175 -0.0989 0.0033 0.00
C -0.97181 3.30611 -1.74218 0.0000 0.0070 0.0306 0.01
C -0.00043 2.40760 -2.16276 -0.0166 0.0103 -0.0742 0.00
C 0.47273 1.47612 -1.27026 0.0291 -0.0410 0.0489 0.01
N 0.09047 1.42040 0.01640 -0.1060 0.2660 0.0697 0.00
C -0.68723 2.43069 0.46109 -0.0792 -0.0357 -0.0478 0.01
C -1.24807 3.35921 -0.37965 0.0000 -0.0017 0.0120 0.00
H -2.30077 5.56041 -5.62591 -0.0045 0.0027 0.0035 0.00
H -0.42789 4.77375 -4.13838 -0.0019 -0.0090 0.0013 0.00
H 0.30767 2.35620 -3.19797 0.0328 -0.0105 -0.0052 0.00
H 1.14364 0.69916 -1.60190 0.0514 0.0286 -0.0650 0.00
H -0.92659 2.44251 1.50830 0.0152 0.0142 0.0100 0.00
H -1.96400 4.07179 0.00527 0.0067 0.0038 0.0051 0.00
```
Forces are in eV/Å.

---

[2]
Molecular formula: C39H28Cl6N8O4S3SeSr
Method: DFT, ωB97M-V with the def2-TZVPD basis set

2S+1: 1
Gap between HOMO and LUMO in eV: 7.38
E in eV: -234829.709
LUMO in Eh: -0.00233

The geometry in XYZ format:
```
90
Properties=species:S:1:pos:R:3:forces:R:3:lowdin_charge:R:1
Sr 0.55191 0.51819 0.03606 0.1973 -0.0478 -0.6330 1.26
C -3.27552 0.13592 -1.71316 0.0194 0.0040 0.0364 -0.10
C -2.35389 0.99756 -2.50418 -0.0928 0.1059 -0.0869 -0.63
N -1.06651 1.05906 -2.35507 0.0893 -0.0100 0.1290 0.04
C -0.48836 1.90087 -3.27917 0.0180 -0.0360 -0.0123 -0.34
C -1.36244 2.51046 -4.12143 0.0274 0.0729 -0.0192 -0.35
S -2.95480 2.01416 -3.76794 -0.0045 -0.0870 0.0513 1.07
C 0.97439 1.99151 -3.36110 -0.0205 -0.0657 -0.0025 -0.35
C 1.66568 2.78235 -4.22143 0.0021 0.0689 0.0122 -0.36
S 3.33857 2.48206 -4.07549 -0.0075 -0.1043 0.0027 1.07
C 3.01875 1.28650 -2.86875 0.0474 0.0939 -0.1000 -0.62
N 1.75503 1.15462 -2.58582 -0.0413 0.0400 0.1342 0.06
C 4.13297 0.48817 -2.28414 -0.0183 -0.0056 0.0041 -0.07
H -2.70976 -0.63543 -1.19272 -0.0071 0.0126 -0.0023 0.00
H -4.00218 -0.35056 -2.36350 0.0029 -0.0156 -0.0069 0.08
H -3.82199 0.72628 -0.97772 -0.0060 0.0005 0.0022 0.07
H -1.14859 3.18216 -4.93503 0.0087 0.0182 0.0002 0.07
H 1.27955 3.50911 -4.91529 -0.0058 0.0174 -0.0021 0.08
H 4.83634 0.19244 -3.06279 0.0044 0.0042 0.0019 0.08
H 3.72534 -0.39330 -1.79570 0.0135 0.0011 0.0093 0.06
H 4.67065 1.06529 -1.53149 0.0062 -0.0007 0.0201 0.08
N -0.74001 4.89375 1.19519 -0.0416 0.0035 -0.0189 0.18
C 0.30949 5.43037 0.47625 0.0252 -0.0107 -0.0164 -0.18
C 0.87897 6.69729 0.45642 0.0165 0.0317 -0.0003 -0.02
C 1.95808 6.87587 -0.38674 -0.0087 -0.0130 0.0073 -0.09
C 2.45396 5.82533 -1.17406 -0.0052 0.0011 0.0022 -0.08
C 1.87938 4.57115 -1.14730 0.0122 0.0126 -0.0254 -0.05
C 0.78165 4.37758 -0.31361 -0.0801 0.0088 0.0444 -0.23
N 0.02155 3.23703 -0.07976 0.0379 -0.1878 0.2326 0.12
C -0.85923 3.58744 0.82671 0.0066 0.0693 -0.0271 -0.26
C -1.85393 2.69793 1.42303 -0.0816 -0.0349 0.0547 -0.32
C -2.68202 2.99121 2.46407 -0.0048 -0.0027 -0.0317 -0.33
S -3.60678 1.62107 2.87291 0.0186 -0.1013 -0.0127 1.08
C -2.82637 0.73127 1.63894 -0.0674 0.1411 0.0373 -0.46
N -1.96000 1.41215 0.95193 0.3876 -0.1002 0.0425 -0.01
H -1.29423 5.36698 1.88592 -0.0038 -0.0080 -0.0197 0.16
H 0.50654 7.50292 1.07509 -0.0026 0.0013 0.0010 0.11
H 2.43932 7.84339 -0.43212 0.0070 0.0080 -0.0023 0.10
H 3.31463 6.00212 -1.80511 0.0099 0.0000 -0.0072 0.10
H 2.27789 3.75599 -1.73211 0.0142 -0.0085 -0.0112 0.07
H -2.77508 3.90723 3.02245 0.0001 0.0274 -0.0108 0.07
H -3.03074 -0.31942 1.46687 -0.0084 -0.0243 0.0058 0.02
N 0.09786 -1.67302 -1.62300 0.0269 0.0569 0.1586 0.17
C 0.47459 -2.50529 -2.31574 0.0375 0.0314 -0.0640 -0.16
C 0.95655 -3.55827 -3.16689 -0.0212 -0.0120 0.0434 -0.23
C 2.30809 -3.89555 -3.14313 0.0142 0.0163 0.0372 -0.03
C 2.75888 -4.93206 -3.94295 0.0002 -0.0118 -0.0028 -0.06
C 1.87048 -5.62892 -4.75139 -0.0212 0.0209 0.0123 -0.07
C 0.52372 -5.28865 -4.77039 0.0239 -0.0136 -0.0163 -0.07
C 0.06158 -4.24875 -3.98184 -0.0375 -0.0131 0.0271 -0.04
H 2.98130 -3.36057 -2.48707 0.0027 -0.0007 0.0101 0.09
H 3.80650 -5.20047 -3.92810 0.0025 -0.0036 0.0008 0.11
H 2.22822 -6.44102 -5.37016 0.0030 -0.0068 -0.0028 0.11
H -0.16542 -5.83202 -5.40226 -0.0072 -0.0003 -0.0035 0.11
H -0.98369 -3.96801 -3.99064 -0.0123 0.0086 -0.0115 0.12
C -1.33568 -3.59642 3.15601 0.0019 -0.0044 0.0007 -0.02
N -0.95124 -4.07499 1.84313 0.0104 0.0635 -0.0071 -0.06
C -1.63892 -3.89031 0.69619 0.0589 -0.1822 0.0619 -0.77
Se -3.20425 -2.98613 0.41910 -0.1285 0.0569 -0.0183 0.62
N -0.97205 -4.57153 -0.27071 -0.0107 0.0237 -0.0218 0.11
C 0.15924 -5.18222 0.24757 -0.0114 0.0163 -0.0362 -0.20
C 1.14816 -5.96505 -0.32127 0.0410 -0.0169 -0.0172 -0.03
C 2.16251 -6.40212 0.51895 -0.0117 0.0337 0.0201 -0.09
C 2.18270 -6.06472 1.87429 -0.0143 0.0237 -0.0356 -0.09
C 1.18560 -5.28447 2.44007 0.0282 -0.0182 0.0142 0.00
C 0.17390 -4.85518 1.59978 -0.0414 0.0183 0.0272 -0.17
H -2.19850 -2.94716 3.04246 0.0217 0.0104 0.0058 0.05
H -0.51711 -3.03610 3.59960 0.0270 -0.0122 -0.0002 0.07
H -1.59033 -4.44572 3.79169 -0.0268 -0.0005 -0.0094 0.10
H -1.30804 -4.59970 -1.21820 0.0226 -0.0017 0.0644 0.13
H 1.13242 -6.22234 -1.37242 0.0123 0.0035 -0.0250 0.11
H 2.96094 -7.00800 0.11265 0.0087 -0.0073 -0.0019 0.10
H 3.00170 -6.40518 2.49242 0.0066 -0.0084 0.0054 0.11
H 1.20885 -5.00502 3.48415 0.0042 0.0001 0.0070 0.12
O 1.32263 -1.01699 3.80548 -0.0718 0.1086 -0.0904 -0.29
Cl 0.27458 -0.35709 3.09938 -0.1120 -0.1898 0.2083 0.64
O 0.70565 0.94669 2.61199 0.0381 0.2121 0.0747 -0.44
O -0.89035 -0.21251 3.92497 0.1081 0.0264 -0.1286 -0.32
O -0.07692 -1.13041 1.90067 -0.0604 -0.0699 -0.0736 -0.49
Cl 3.47826 2.50549 0.92786 -0.0882 0.1537 -0.0127 0.68
C 4.02157 0.85064 1.16953 0.0069 -0.1691 0.0037 -0.72
C 3.19245 -0.15059 0.70356 -0.2557 -0.0091 -0.0124 -0.28
C 3.69585 -1.42578 0.87168 0.0935 0.1728 0.0767 -0.71
Cl 2.73360 -2.76454 0.27576 -0.1102 -0.2064 -0.0434 0.72
C 4.92180 -1.71978 1.46358 -0.0274 -0.0280 -0.0155 -0.70
Cl 5.47804 -3.34920 1.62916 0.0078 0.0108 0.0080 0.65
C 5.70946 -0.66732 1.92461 0.0184 -0.0115 0.0135 -0.71
Cl 7.23479 -0.98179 2.66682 -0.0159 0.0095 -0.0072 0.66
C 5.25707 0.64265 1.77422 0.0005 0.0559 0.0011 -0.71
Cl 6.23005 1.96039 2.32545 -0.0064 -0.0169 -0.0073 0.66
```
Forces are in eV/Å.

---

Energy relative to the best compared isomer or geometry (same formula, charge and spin) in kcal/mol, matching the order above: 0.00 5.89